w) {"formula": "C6H14N2", "method": "the ωB97M-V functional and the def2-TZVPD basis", "spin_multiplicity": 1, "orbital_gap_ev": 9.857, "e_homo_ev": -8.958, "lumo_ev": 0.900, "elements": ["C", "C", "C", "C", "C", "C", "H", "H", "H", "H", "H", "H", "H", "H", "H", "H", "H", "H", "H", "H", "N", "N"], "positions_angstrom": [[1.5519, 2.1076, 0.6151], [0.1122, 1.7755, 1.0828], [-0.6992, 1.1107, -0.1191], [-2.0489, 0.8498, 0.2250], [0.0074, -0.8377, -0.3417], [1.0208, -2.9738, -0.0921], [1.8938, 1.0093, 0.4243], [2.1799, 2.7835, 1.3477], [1.3366, 2.8814, -0.4237], [0.3228, 1.0245, 1.7848], [-0.3671, 2.7174, 1.6014], [-0.6764, 1.8506, -0.8600], [-2.0457, 0.4035, 1.1201], [-2.7368, 0.4551, -0.5599], [-2.8083, 1.6384, 0.5865], [-0.3776, -0.8216, 0.7605], [-0.1656, -2.4116, -2.0851], [0.9004, -4.0829, -0.5650], [0.8070, -3.3918, 1.0959], [2.1774, -2.2973, -0.2520], [0.0088, 0.2080, -0.9004], [-0.0239, -2.2011, -0.8418]], "lowdin_charge": [-0.14, -0.24, -0.52, -0.10, -0.36, -0.22, 0.08, 0.09, 0.15, 0.06, 0.15, 0.10, 0.03, 0.11, 0.12, 0.16, 0.24, 0.08, 0.12, 0.15, 0.08, -0.14]}

***

x) {"formula": "C6H14N2", "method": "the ωB97M-V functional and the def2-TZVPD basis", "spin_multiplicity": 1, "orbital_gap_ev": 8.389, "e_homo_ev": -7.842, "lumo_ev": 0.547, "elements": ["C", "C", "C", "C", "C", "C", "N", "N", "H", "H", "H", "H", "H", "H", "H", "H", "H", "H", "H", "H", "H", "H"], "positions_angstrom": [[0.2116, 0.2809, 0.4940], [-1.1537, 0.6157, -1.0904], [1.2723, -0.7977, 0.6683], [0.9027, 1.6413, 0.4461], [-0.7890, 0.2092, 1.6449], [-0.4423, -0.6014, -1.3596], [-1.0442, -1.8380, -1.1051], [0.6221, -0.5486, -2.1986], [-1.4566, -1.9550, -0.1879], [-0.4207, -2.6017, -1.3382], [0.4431, 0.1324, -2.9392], [-2.2375, 0.5521, -0.9892], [-0.7357, 1.5494, -1.4471], [1.9421, -0.5438, 1.4975], [1.5316, 1.6990, -0.4448], [-0.2663, 0.2706, 2.6072], [0.8417, -1.7740, 0.9011], [1.9065, -0.8677, -0.2222], [0.1923, 2.4715, 0.4447], [1.5141, 1.7897, 1.3437], [-1.3458, -0.7320, 1.6353], [-1.4885, 1.0483, 1.6393]], "lowdin_charge": [-0.42, 0.08, -0.08, -0.09, -0.09, -0.65, 0.12, 0.02, 0.07, 0.09, 0.02, 0.10, 0.09, 0.10, 0.09, 0.09, 0.08, 0.07, 0.08, 0.09, 0.07, 0.08]}

***

The winner here is x), beating the second structure by 89.8 kcal/mol.

***

w) {"formula": "C6H14N2", "method": "the ωB97M-V functional and the def2-TZVPD basis", "smiles": "C=N[C@@H](N)[C@@H](C)CC", "spin_multiplicity": 1, "orbital_gap_ev": 10.691, "e_homo_ev": -9.577, "lumo_ev": 1.114, "elements": ["C", "C", "C", "N", "H", "H", "H", "H", "H", "H", "H", "C", "N", "C", "C", "H", "H", "H", "H", "H", "H", "H"], "positions_angstrom": [[1.2312, 0.3010, 0.3252], [2.2866, -0.1315, 1.3340], [-0.6334, 2.0673, -1.7840], [-0.6860, 0.7896, -1.6400], [1.1870, 1.3965, 0.3358], [1.5769, -0.0004, -0.6718], [-0.2145, 2.4982, -2.7066], [-0.9826, 2.7909, -1.0262], [2.4648, -1.2100, 1.2987], [1.9949, 0.1445, 2.3513], [3.2390, 0.3594, 1.1072], [-0.1623, -1.8068, 0.6071], [-2.3398, -0.5494, -0.7218], [-1.2588, 0.3519, -0.3736], [-0.1847, -0.2706, 0.5819], [-1.9163, -1.2817, -1.2936], [-2.9327, -0.0524, -1.3836], [-1.7165, 1.1884, 0.1713], [-0.4803, 0.0301, 1.5979], [-1.1585, -2.2221, 0.7921], [0.2233, -2.2195, -0.3295], [0.4628, -2.1735, 1.4281]], "lowdin_charge": [-0.25, -0.12, -0.04, 0.01, 0.10, 0.11, 0.07, 0.08, 0.06, 0.08, 0.07, -0.08, 0.04, -0.44, -0.31, 0.07, 0.07, 0.13, 0.13, 0.07, 0.09, 0.07]}

***

x) {"formula": "C6H14N2", "method": "the ωB97M-V functional and the def2-TZVPD basis", "smiles": "NCCN1CCCC1", "spin_multiplicity": 1, "orbital_gap_ev": 9.737, "e_homo_ev": -8.676, "lumo_ev": 1.061, "elements": ["N", "C", "C", "N", "C", "C", "C", "C", "H", "H", "H", "H", "H", "H", "H", "H", "H", "H", "H", "H", "H", "H"], "positions_angstrom": [[1.9398, 2.4919, -1.3039], [1.8958, 1.1651, -0.7199], [0.5930, 0.3946, -1.0761], [0.2606, -0.6818, -0.1701], [-1.0045, -1.3089, -0.6232], [-1.7003, -1.7367, 0.6789], [-1.3641, -0.6336, 1.6824], [0.0340, -0.2320, 1.2145], [1.9726, 3.2053, -0.5980], [1.1387, 2.7196, -1.8774], [2.7457, 0.5751, -1.0776], [1.9952, 1.2261, 0.3563], [-0.1628, 1.1846, -1.2184], [0.7502, -0.0197, -2.0753], [-1.6646, -0.6241, -1.1377], [-0.8086, -2.2278, -1.1737], [-2.7550, -1.9980, 0.5620], [-1.2453, -2.6842, 0.9628], [-1.5008, -1.0189, 2.6877], [-2.1081, 0.1410, 1.5730], [0.2530, 0.8033, 1.4378], [0.7357, -0.7409, 1.8961]], "lowdin_charge": [-0.01, -0.27, -0.23, -0.14, -0.19, -0.19, -0.17, -0.19, 0.06, 0.05, 0.10, 0.09, 0.11, 0.12, 0.11, 0.11, 0.11, 0.10, 0.10, 0.10, 0.10, 0.12]}

***

y) {"formula": "C6H14N2", "method": "the ωB97M-V functional and the def2-TZVPD basis", "smiles": "NCCN1CCCC1", "spin_multiplicity": 1, "orbital_gap_ev": 9.151, "e_homo_ev": -8.100, "lumo_ev": 1.051, "elements": ["N", "C", "C", "N", "C", "C", "C", "C", "H", "H", "H", "H", "H", "H", "H", "H", "H", "H", "H", "H", "H", "H"], "positions_angstrom": [[1.2800, 2.9150, -1.4649], [0.4486, 1.7443, -1.2122], [0.3946, 1.2805, 0.3091], [-0.5682, 0.2103, 0.5511], [-0.3695, -0.6611, 1.7942], [-0.2364, -2.0920, 1.3742], [-0.3518, -2.1657, -0.1418], [-0.9046, -0.8109, -0.5278], [1.0190, 3.7348, -0.9617], [1.5153, 3.0076, -2.4291], [-0.5391, 1.8448, -1.5860], [1.0103, 0.9113, -1.8275], [1.4546, 0.9867, 0.4611], [-0.0684, 2.0255, 0.9626], [0.5342, -0.3984, 2.3328], [-1.2814, -0.5553, 2.4030], [0.7212, -2.5627, 1.5920], [-1.1035, -2.6812, 1.7065], [-0.9769, -2.9778, -0.5188], [0.6508, -2.3483, -0.5555], [-0.6337, -0.5854, -1.5744], [-1.9952, -0.8221, -0.6868]], "lowdin_charge": [-0.02, -0.28, -0.19, -0.15, -0.16, -0.20, -0.20, -0.19, 0.05, 0.05, 0.08, 0.14, 0.11, 0.11, 0.10, 0.11, 0.11, 0.11, 0.11, 0.11, 0.10, 0.11]}

***

z) {"formula": "C6H14N2", "method": "the ωB97M-V functional and the def2-TZVPD basis", "spin_multiplicity": 1, "orbital_gap_ev": 8.839, "e_homo_ev": -8.227, "lumo_ev": 0.612, "elements": ["C", "C", "C", "C", "N", "C", "C", "N", "H", "H", "H", "H", "H", "H", "H", "H", "H", "H", "H", "H", "H", "H"], "positions_angstrom": [[-2.3825, 0.3476, -1.6547], [-2.0198, 0.0605, -0.1421], [-0.5148, -0.5059, 0.2326], [0.7705, 0.1884, 0.2311], [3.9965, 0.0035, -0.3661], [3.1341, -0.6902, 0.5392], [1.7568, -0.5968, 1.1222], [-3.1609, 1.0371, 0.5580], [-2.0451, 1.2606, -1.7951], [-1.8853, -0.2103, -2.4833], [-3.4769, 0.2775, -1.5707], [-2.0017, 1.2464, 0.2788], [-0.6346, -0.7515, 1.4053], [-0.4633, -1.4209, -0.2584], [1.1569, 0.3412, -0.7533], [0.7313, 1.2631, 0.7095], [3.5773, 0.5933, -1.0421], [3.7958, 0.3578, 0.7149], [3.6832, -1.6549, 0.7508], [1.6713, -0.8283, 2.1314], [-3.2510, 0.6701, 1.5079], [-2.4379, -0.9883, -0.1162]], "lowdin_charge": [-0.08, -0.41, -0.18, -0.27, 0.04, -0.28, -0.06, 0.01, 0.00, 0.09, 0.08, 0.09, 0.15, 0.09, 0.09, 0.15, 0.04, 0.12, 0.12, 0.06, 0.02, 0.12]}

***

The winner here is w), beating the second structure by 3.7 kcal/mol.